(1)
A molecular structure, C29H24BrN9O2Zn, computed with ωB97M-V with the def2-TZVPD basis set.

The geometry in XYZ format:
```
66
Properties=species:S:1:pos:R:3:forces:R:3:mulliken_charge:R:1
Zn 0.0065 0.2073 0.1903 -0.2674 -0.0611 0.0753 0.3344
N 2.3112 -2.1102 -0.9869 0.2099 0.1255 0.0435 -0.3316
C 2.8301 -0.8969 -0.6635 -0.1366 -0.1817 0.0121 0.5558
N 4.1373 -0.7857 -0.6025 -0.0529 0.0024 -0.0628 -0.5788
C 4.6055 0.4420 -0.3531 0.1831 0.0458 0.0117 0.4461
N 5.9133 0.6027 -0.2381 -0.1077 0.0357 0.0163 -0.3020
N 3.8283 1.5544 -0.2367 -0.0291 -0.0797 -0.0322 -0.6311
C 2.5490 1.3285 -0.2686 -0.1418 0.0263 0.0206 -0.2714
N 1.9616 0.1177 -0.4082 0.0092 0.1836 -0.1594 -0.3261
C 1.6317 2.5088 -0.1609 -0.1137 -0.1800 -0.0022 1.1401
C 2.1450 3.7886 -0.1793 0.0929 0.0410 -0.0171 -0.5045
C 1.2705 4.8619 -0.1046 0.0034 0.0592 0.0008 -0.4957
C -0.0861 4.6124 -0.0051 -0.0132 0.1093 -0.0060 -0.9233
C -0.5239 3.3022 0.0132 0.0526 -0.1727 0.0133 0.2268
N 0.3088 2.2580 -0.0689 0.2290 0.0494 -0.0177 0.2944
H 2.9892 -2.7714 -1.3383 0.0184 0.0337 -0.0582 0.2166
H 1.4013 -2.1202 -1.4183 0.0139 0.0606 -0.0844 0.2296
H 6.5290 -0.1861 -0.3429 0.0055 -0.0233 -0.0117 0.2618
H 6.2913 1.5228 -0.0920 0.0304 0.0251 0.0114 0.2547
H 3.2138 3.9226 -0.2594 -0.0247 0.0096 0.0124 0.5203
H 1.6459 5.8765 -0.1242 -0.0053 -0.0161 0.0009 0.4674
H -0.8072 5.4164 0.0584 0.0389 -0.0325 -0.0090 0.4465
H -1.5763 3.0861 0.0971 -0.0271 -0.0389 0.0159 0.4780
C -3.0625 0.9546 -0.1586 0.0542 -0.0109 -0.0279 -0.8211
O -2.1189 -0.1379 -0.1261 0.0923 -0.0260 -0.1212 -0.3137
C -2.5890 -1.4544 -0.0908 -0.0482 0.2244 0.0286 1.2346
C -3.9122 -1.8271 -0.1277 -0.1457 0.0028 0.0098 -0.8698
C -4.2151 -3.1848 -0.0534 -0.0684 -0.0087 0.0066 -0.6585
Br -6.0218 -3.6967 -0.0768 -0.0370 -0.0152 -0.0027 -0.1323
C -3.2349 -4.1457 0.0308 0.1486 -0.1157 -0.0952 -0.9896
C -1.8880 -3.7711 0.0326 0.0332 -0.3702 -0.0506 0.5274
C -1.6031 -2.4230 -0.0058 0.2022 0.1591 0.0866 0.5382
O -0.2862 -1.9480 0.0542 0.0187 0.1049 -0.0818 -1.0273
C -0.8679 -4.8425 0.0884 -0.0647 0.0761 -0.0562 0.4999
N -1.1844 -6.0819 0.3025 0.0201 -0.0850 0.1313 -0.6601
C 0.0106 -6.7852 0.2960 -0.1313 -0.1467 -0.0104 0.3179
C 0.2394 -8.1523 0.4709 -0.0616 -0.0289 0.0203 -0.7317
C 1.5424 -8.5942 0.4025 0.0042 -0.0082 -0.0076 -0.5241
C 2.6091 -7.7057 0.1656 -0.0102 -0.0382 0.0152 -0.5132
C 2.4009 -6.3536 -0.0080 0.0005 0.0349 0.0054 -0.9476
C 1.0789 -5.9202 0.0643 -0.0674 0.0498 -0.0385 0.9178
N 0.4978 -4.6692 -0.0607 0.1551 0.2391 0.1057 0.2809
H -4.0755 0.6091 -0.2972 -0.0487 -0.0555 -0.0280 0.2891
H -2.8035 1.5907 -1.0003 0.0489 0.0165 -0.0162 0.2769
H -3.0003 1.4926 0.7848 0.0062 0.0026 0.0445 0.3428
H -4.7278 -1.1259 -0.2017 0.0283 -0.0054 0.0065 0.3699
H -3.4695 -5.1992 0.0755 -0.0348 -0.0020 0.0059 0.6701
H 0.1841 -2.4401 0.7428 0.1059 -0.0004 0.0772 0.3189
H -0.5888 -8.8269 0.6506 0.0713 0.0248 -0.0138 0.4606
H 1.7577 -9.6478 0.5294 -0.0088 0.0588 -0.0011 0.4001
H 3.6181 -8.0956 0.1213 -0.0406 0.0062 -0.0040 0.4029
H 3.2292 -5.6766 -0.1840 -0.0488 -0.0303 0.0069 0.3295
H 0.9973 -3.8562 -0.3720 -0.1088 -0.0677 -0.0091 0.0922
N -0.0328 0.0752 2.2082 0.0174 0.0278 0.0031 -0.6111
C -0.0697 -0.0087 3.3525 -0.0986 -0.0801 0.5152 0.7265
C -0.1362 -0.1260 4.7773 0.0711 0.0571 -0.1656 0.6266
C 0.9148 0.3700 5.5541 0.0778 0.0435 -0.0802 -0.3930
C 0.8431 0.2554 6.9288 0.0101 0.0027 0.0376 -0.6434
C -0.2640 -0.3460 7.5179 0.0037 0.0040 0.0122 -0.3460
C -1.3061 -0.8387 6.7403 -0.0211 -0.0139 0.0363 -0.6656
C -1.2499 -0.7322 5.3641 -0.0941 -0.0558 -0.1130 -0.4270
H 1.7704 0.8355 5.0799 -0.0421 -0.0203 0.0369 0.4414
H 1.6495 0.6341 7.5436 -0.0473 -0.0204 -0.0296 0.4119
H -0.3150 -0.4316 8.5960 0.0025 -0.0005 -0.0362 0.4150
H -2.1624 -1.3070 7.2088 0.0486 0.0283 -0.0211 0.4124
H -2.0536 -1.1133 4.7451 0.0394 0.0212 0.0447 0.4634
```
Positions in Å, forces in eV/Å.

Properties
molar mass: 675.87 g mol⁻¹
strongest force on any atom: 0.53 eV Å⁻¹
net charge: +2
relative energy (zero: lowest compared OMol25 entry of this formula, charge and spin): 9.8 kcal per mole
orbital gap: 6.4 eV

***

(2)
A molecular structure, C6H11NO4P in a non-equilibrium geometry, computed with ωB97M-V with the def2-TZVPD basis set.

The geometry in XYZ format:
```
23
Properties=species:S:1:pos:R:3:forces:R:3:lowdin_spin:R:1
C 1.2544 1.7097 0.2918 -6.9640 -7.6621 2.9745 0.6162
C -3.5015 0.3902 0.5004 2.0485 0.9652 -2.1032 0.0001
C -3.0774 0.3611 -1.0157 -2.2830 -1.6273 -2.3050 0.0009
C 1.4929 0.2470 0.0500 2.5079 -1.7897 -0.6102 0.1303
C 2.0526 0.2162 -1.3824 -0.6085 3.7657 0.1726 0.0439
C 2.4579 -0.4998 1.0217 -1.6721 -0.3452 -1.4219 0.0331
N 0.1953 -0.4687 0.0838 -1.5385 -0.9766 1.0416 0.0168
O 2.0000 2.6273 0.1847 5.2521 6.7724 -1.2408 0.9432
O -0.1477 1.9001 0.4228 -0.9400 0.9613 0.0514 0.1727
O -2.1620 0.2317 1.0979 0.4802 0.6051 0.6481 0.0022
O -1.7607 0.9697 -1.1868 -1.3203 0.3786 0.6981 0.0046
P -1.0083 0.6128 0.1286 1.7381 0.6684 0.2143 0.0162
H -3.9638 1.3924 0.6898 0.5168 -1.0727 0.4910 0.0000
H -3.9919 -0.4815 0.8577 -1.0235 -0.3364 -0.0133 0.0000
H -2.8762 -0.6309 -1.5341 -0.9172 0.5943 1.3390 0.0003
H -3.9230 0.8099 -1.6355 1.6689 0.0922 0.6202 0.0001
H 2.7471 -0.5024 -1.5741 1.2864 -2.7328 -0.6931 0.0063
H 2.6860 1.1579 -1.5357 -1.0137 -1.0057 0.1313 0.0046
H 1.1843 0.2766 -2.0420 0.4891 -0.2264 -0.4013 0.0005
H 1.9282 -0.8497 1.8876 -0.2124 -0.2775 0.3974 0.0011
H 3.2456 0.0879 1.3439 1.5716 1.3727 0.5019 0.0016
H 2.8654 -1.3015 0.4177 0.0827 -0.4930 0.3485 0.0041
H 0.0400 -1.4682 0.4644 0.8511 2.3694 -0.8409 0.0012
```
Positions in Å, forces in eV/Å.

Properties
molar mass: 192.13 g mol⁻¹
strongest force on any atom: 10.77 eV Å⁻¹
spin multiplicity: 3
<S²>: 2.01
net charge: +1
orbital gap (spin up / spin down): 7.0 / 7.4 eV